Here is a structure of composition C28H25F2N6O7Zr from the Open Molecules 2025 dataset. Energies are from wB97M-V/def2-TZVPD.

Element x y z (Å)
Zr1 -0.36159 -0.97490 -0.37112
O1 1.38259 -0.32316 -1.25972
C1 2.54260 -0.00074 -0.74977
C2 3.19114 1.18629 -1.13630
C3 4.37978 1.56196 -0.54771
C4 4.99671 0.75762 0.41540
C5 4.41531 -0.45171 0.73876
C6 3.20055 -0.84486 0.17306
C7 2.68724 -2.18422 0.40969
N1 1.52345 -2.57141 0.08126
C8 1.21118 -3.99469 0.18888
C9 -0.30721 -4.16605 0.34042
N2 -0.75772 -2.94603 0.98302
C10 -1.15449 -3.00344 2.18867
C11 -1.33286 -1.85518 3.05108
C12 -2.11447 -1.98944 4.19899
C13 -2.27383 -0.94580 5.08337
C14 -1.61006 0.25055 4.81853
C15 -0.80629 0.39344 3.70604
C16 -0.64543 -0.65457 2.78355
O2 0.14663 -0.52554 1.72804
H1 2.72209 1.78858 -1.90439
H2 4.84878 2.49220 -0.84784
H3 5.93254 1.05858 0.86692
H4 4.90491 -1.12277 1.43711
H5 3.39531 -2.89929 0.84706
H6 1.73223 -4.42569 1.05145
H7 1.55659 -4.50050 -0.71433
H8 -0.53944 -5.04741 0.94528
H9 -0.77646 -4.25443 -0.63416
H10 -1.32423 -3.98509 2.64361
H11 -2.61804 -2.93420 4.37225
H12 -2.90315 -1.04916 5.95665
H13 -1.72715 1.09062 5.49303
H14 -0.32104 1.33994 3.51509
O3 -4.30218 -0.10240 -6.37062
C17 -4.30575 0.73644 -5.45376
O4 -4.92378 1.80963 -5.32716
C18 -3.35318 0.40332 -4.27123
C19 -3.24565 1.25619 -3.18438
C20 -2.39219 0.94445 -2.14334
N3 -1.64978 -0.16430 -2.13611
C21 -1.76809 -1.00643 -3.17927
C22 -2.59446 -0.76490 -4.25204
C23 -1.01287 -2.29493 -3.01799
O5 -0.97414 -3.15633 -3.86130
O6 -0.42423 -2.38925 -1.83895
H15 -3.84186 2.15801 -3.17602
H16 -2.29667 1.58543 -1.27900
H17 -2.66970 -1.47276 -5.06487
F1 -2.69856 -1.83498 -0.32265
C24 -3.31974 -0.86985 0.57946
F2 -2.06044 0.10363 0.58339
H18 -3.91037 -0.28749 -0.14878
C25 2.08633 4.63689 1.15075
N4 1.47527 3.70335 0.24051
C26 0.88409 4.06460 -1.02316
C27 0.18214 2.75523 -1.40463
O7 -0.24918 2.53839 -2.50775
N5 0.18357 1.90767 -0.30444
C28 0.98073 2.48640 0.58735
N6 1.31657 1.91274 1.74187
H19 2.49742 5.46378 0.57497
H20 2.91834 4.17478 1.68554
H21 1.37550 5.03847 1.88061
H22 1.62412 4.33799 -1.77585
H23 0.14605 4.86772 -0.93263
H24 1.01774 0.93018 1.84785
H25 2.10877 2.25881 2.25168

Results
- charge = -1
- Kohn-Sham gap (eV) = 6.87
- HOMO level (hartree) = -0.185
- LUMO (eV) = 1.83